CH2INO2S | ωB97M-V/def2-TZVPD

Computed properties:
- spin multiplicity = 1
- energy relative to the best compared isomer or geometry (same formula, charge and spin) (kcal per mole) = 8.5
- DFT total energy (eV) = -25586.93673
- gap between HOMO and LUMO (spin up / spin down) (eV) = 8.46 / 8.46

Last column: Löwdin charge in e.
Atoms and positions in Å:
C1 1.5466 -0.0505 -0.0562  -0.056
N1 0.7935 -0.9769 -0.4759  -0.030
O1 -0.5887 -0.9619 -0.2659  -0.466
O2 -0.9571 1.3965 -0.2920  -0.483
S1 -1.1362 0.2776 0.5446  0.489
I1 -3.6586 -0.2298 0.4860  0.367
H1 2.5331 -0.3351 -0.4672  0.095
H2 1.4676 0.8801 0.5265  0.085

CH2INS | ωB97M-V/def2-TZVPD

Computed properties:
- spin multiplicity = 1
- energy relative to the best compared isomer or geometry (same formula, charge and spin) (kcal per mole) = 30.2
- DFT total energy (eV) = -21493.47924
- gap between HOMO and LUMO (spin up / spin down) (eV) = 6.63 / 6.62

Last column: Löwdin charge in e.
Atoms and positions in Å:
C1 -0.1700 -0.3273 0.0047  -0.077
N1 -0.8288 -1.3954 0.0764  -0.596
S1 -2.2229 -2.0368 -0.0022  0.628
I1 -4.2896 0.2985 0.0006  -0.106
H1 -0.6505 0.6306 -0.1688  0.075
H2 0.9013 -0.3592 0.1119  0.077

CH2IO2P | ωB97M-V/def2-TZVPD

Computed properties:
- spin multiplicity = 1
- energy relative to the best compared isomer or geometry (same formula, charge and spin) (kcal per mole) = 26.0
- DFT total energy (eV) = -22552.80261
- gap between HOMO and LUMO (spin up / spin down) (eV) = 6.81 / 6.81

Last column: Löwdin charge in e.
Atoms and positions in Å:
C1 0.8990 0.2157 0.0099  -0.329
O1 0.2947 -0.4739 -1.0755  -0.345
O2 0.2437 -0.4854 1.0173  -0.352
P1 -0.7333 -1.3262 -0.0362  1.017
I1 -3.1882 0.8273 0.0637  -0.228
H1 1.9174 0.0276 -0.0998  0.117
H2 0.5667 1.2148 0.1206  0.120

CH2IO2S | ωB97M-V/def2-TZVPD

Computed properties:
- spin multiplicity = 1
- energy relative to the best compared isomer or geometry (same formula, charge and spin) (kcal per mole) = 9.4
- DFT total energy (eV) = -24100.51114
- total charge = -1
- gap between HOMO and LUMO (eV) = 7.22

Last column: Löwdin charge in e.
Atoms and positions in Å:
C1 -0.4257 -0.4633 0.1177  -0.535
O1 1.7052 -1.5449 0.5444  -0.560
O2 0.1802 -2.7073 -0.9880  -0.594
S1 0.3752 -2.1541 0.4248  0.572
I1 -2.8553 0.0712 0.0175  0.209
H1 0.0686 0.4304 0.4378  -0.020
H2 -0.3828 -0.5561 -0.9361  -0.073

CH2IP | ωB97M-V/def2-TZVPD

Computed properties:
- spin multiplicity = 1
- energy relative to the best compared isomer or geometry (same formula, charge and spin) (kcal per mole) = 0.0
- DFT total energy (eV) = -18457.93883
- gap between HOMO and LUMO (eV) = 8.63
- SMILES string = C=PI

Last column: Löwdin charge in e.
Atoms and positions in Å:
C1 -0.1122 0.5917 0.3650  -0.512
P1 0.8900 -0.2507 -0.6515  0.335
I1 -0.2271 -2.3556 -1.1941  0.204
H1 0.2418 1.6236 0.2792  -0.035
H2 -0.7925 0.3910 1.2014  0.008

CH2N2 | ωB97M-V/def2-TZVPD

Computed properties:
- spin multiplicity = 1
- energy relative to the best compared isomer or geometry (same formula, charge and spin) (kcal per mole) = 17.6
- DFT total energy (eV) = -4048.25173
- gap between HOMO and LUMO (eV) = 10.24
- SMILES string = N#CN

Last column: Löwdin charge in e.
Atoms and positions in Å:
N1 1.9470 2.1692 0.2153  0.085
C1 1.0852 1.2787 0.1184  -0.423
N2 0.1752 0.3841 -0.0541  0.081
H1 -0.4764 0.1018 0.6993  0.136
H2 0.5731 -0.1585 -0.8216  0.120

CH2N2O | ωB97M-V/def2-TZVPD

Computed properties:
- spin multiplicity = 3
- energy relative to the best compared isomer or geometry (same formula, charge and spin) (kcal per mole) = 34.1
- DFT total energy (eV) = -6091.63761
- gap between HOMO and LUMO (spin up / spin down) (eV) = 8.67 / 10.95
- <S²> = 2.02

Last column: Löwdin charge in e.
Atoms and positions in Å:
C1 0.6270 -0.6563 0.1498  -0.151
N1 0.6156 -0.4103 -1.0557  0.119
N2 -1.0952 1.1958 -0.8507  0.057
O1 -1.1513 1.1762 0.3260  -0.118
H1 1.1485 -1.3089 0.7547  0.052
H2 -0.1446 0.0035 0.6760  0.041

CH2N2O2 | ωB97M-V/def2-TZVPD

Computed properties:
- spin multiplicity = 1
- energy relative to the best compared isomer or geometry (same formula, charge and spin) (kcal per mole) = 151.0
- DFT total energy (eV) = -8138.82475
- gap between HOMO and LUMO (spin up / spin down) (eV) = 9.44 / 8.94

Last column: Löwdin charge in e.
Atoms and positions in Å:
C1 0.3356 -0.9380 0.9949  -0.329
N1 -0.1602 1.3807 -1.4374  0.156
N2 0.7636 -0.2042 -0.0980  0.090
O1 1.1142 -1.6853 1.5210  0.083
O2 -0.2493 0.4794 -0.5129  -0.171
H1 -0.7238 -0.6843 1.1572  0.130
H2 -1.0800 1.6517 -1.6248  0.042

CH2N2O2S | ωB97M-V/def2-TZVPD

Computed properties:
- spin multiplicity = 1
- energy relative to the best compared isomer or geometry (same formula, charge and spin) (kcal per mole) = 218.2
- DFT total energy (eV) = -18971.86716
- gap between HOMO and LUMO (spin up / spin down) (eV) = 8.97 / 7.64

Last column: Löwdin charge in e.
Atoms and positions in Å:
C1 2.3433 -0.0927 -0.0566  -0.621
N1 -0.2003 -0.4513 0.2995  0.110
N2 1.9639 1.2053 -0.0923  -0.525
O1 1.7293 1.6673 1.0132  0.081
O2 1.9243 1.8076 -1.1547  0.088
S1 3.4317 -1.1399 0.0654  0.908
H1 -0.2450 -1.3100 0.9618  0.043
H2 0.0127 -0.6837 -0.6019  -0.084

CH2N2O2S | ωB97M-V/def2-TZVPD

Computed properties:
- spin multiplicity = 1
- energy relative to the best compared isomer or geometry (same formula, charge and spin) (kcal per mole) = 157.4
- DFT total energy (eV) = -18974.50378
- gap between HOMO and LUMO (spin up / spin down) (eV) = 7.94 / 9.33

Last column: Löwdin charge in e.
Atoms and positions in Å:
C1 -0.7077 -1.6157 -0.1272  -0.112
N1 0.0285 -1.7104 0.7196  0.038
N2 -0.5779 1.2886 -0.1053  0.007
O1 1.9550 0.2269 -1.1570  -0.490
O2 0.5137 1.2037 0.6713  -0.567
S1 1.8096 0.4720 0.2716  0.910
H1 -1.6267 -1.5697 -0.8061  0.110
H2 -1.3944 1.7045 0.5330  0.106

CH2N2O2Si | ωB97M-V/def2-TZVPD

Computed properties:
- spin multiplicity = 1
- energy relative to the best compared isomer or geometry (same formula, charge and spin) (kcal per mole) = 71.3
- DFT total energy (eV) = -16016.26987
- gap between HOMO and LUMO (eV) = 9.54

Last column: Löwdin charge in e.
Atoms and positions in Å:
C1 2.8365 -0.5362 -0.1691  -0.286
N1 3.8900 -0.9512 0.0327  -0.048
N2 0.0251 1.6491 -1.2043  -0.524
O1 -0.4645 1.7642 -2.3015  0.046
O2 0.4959 2.6261 -0.5388  -0.049
Si1 0.3323 0.1503 -0.2198  0.924
H1 -0.2138 0.6714 1.1085  -0.001
H2 -0.3317 -0.8004 -1.0185  -0.062

CH2N2O3 | ωB97M-V/def2-TZVPD

Computed properties:
- spin multiplicity = 1
- energy relative to the best compared isomer or geometry (same formula, charge and spin) (kcal per mole) = 111.1
- DFT total energy (eV) = -10185.27994
- gap between HOMO and LUMO (spin up / spin down) (eV) = 9.03 / 7.75

Last column: Löwdin charge in e.
Atoms and positions in Å:
C1 0.0432 0.8046 0.1175  -0.544
N1 -1.2628 0.3355 -0.0807  0.004
N2 0.7232 -0.3311 0.4171  0.071
O1 0.4813 1.9206 0.1769  0.126
O2 -1.0679 -1.0126 -0.0010  -0.045
O3 1.5787 -1.1753 -0.0623  0.096
H1 -1.9924 0.6788 0.4891  0.127
H2 1.4968 -1.2204 -1.0566  0.165

CH2N2O3 | ωB97M-V/def2-TZVPD

Computed properties:
- spin multiplicity = 1
- energy relative to the best compared isomer or geometry (same formula, charge and spin) (kcal per mole) = 147.3
- DFT total energy (eV) = -10183.71042
- gap between HOMO and LUMO (eV) = 10.51
- SMILES string = [O-][N+]1=NO1.C=O

Last column: Löwdin charge in e.
Atoms and positions in Å:
O1 -2.3313 1.0973 0.0364  0.192
N1 -1.8253 0.0784 -0.0519  -0.344
N2 -0.8541 -0.6659 -0.0003  0.154
O2 -2.1728 -1.3133 0.0490  -0.005
C1 1.7749 0.2581 -0.0156  -0.150
O3 0.7685 0.9089 -0.0221  -0.037
H1 2.7178 0.4142 0.5789  0.084
H2 1.9223 -0.7776 -0.5744  0.106

CH2N2O3 | ωB97M-V/def2-TZVPD

Computed properties:
- spin multiplicity = 1
- energy relative to the best compared isomer or geometry (same formula, charge and spin) (kcal per mole) = 134.2
- DFT total energy (eV) = -10184.27470
- gap between HOMO and LUMO (eV) = 10.36
- SMILES string = O=[N+]([O-])/N=C/O

Last column: Löwdin charge in e.
Atoms and positions in Å:
O1 -3.9524 -0.6736 0.3111  0.109
N1 -3.0715 0.0280 -0.0536  -0.508
O2 -3.0779 1.1927 -0.2360  0.101
N2 -1.9158 -0.7434 -0.3967  0.122
C1 -0.7023 -0.1012 -0.0826  0.126
O3 1.0479 -0.0067 0.0846  -0.066
H1 -0.7048 0.8081 0.4599  0.075
H2 1.2927 -0.2489 -0.8157  0.041

CH2N2O3S | ωB97M-V/def2-TZVPD

Computed properties:
- spin multiplicity = 1
- energy relative to the best compared isomer or geometry (same formula, charge and spin) (kcal per mole) = 66.2
- DFT total energy (eV) = -21023.55225
- gap between HOMO and LUMO (eV) = 9.66

Last column: Löwdin charge in e.
Atoms and positions in Å:
C1 -0.8517 -0.4262 1.0705  -0.532
N1 -0.3321 0.1204 2.0473  0.162
N2 0.1047 0.2257 -0.6557  -0.455
O1 -1.7906 -0.9470 0.6201  0.122
O2 1.3820 0.0616 -0.5253  0.000
O3 0.0789 0.5072 -3.2427  -0.489
S1 -0.6650 0.4527 -1.9856  1.017
H1 1.3997 -0.1852 0.4190  0.097
H2 0.6741 0.1907 2.2525  0.076

CH2N2O3S | ωB97M-V/def2-TZVPD

Computed properties:
- spin multiplicity = 1
- energy relative to the best compared isomer or geometry (same formula, charge and spin) (kcal per mole) = 41.6
- DFT total energy (eV) = -21024.62040
- gap between HOMO and LUMO (eV) = 10.05

Last column: Löwdin charge in e.
Atoms and positions in Å:
C1 0.0723 0.9636 -1.8538  -0.407
N1 0.9889 1.6493 -1.5329  0.212
N2 -1.6984 -2.0826 -0.4807  -0.389
O1 -0.8128 -2.1527 0.5865  -0.103
O2 -0.7684 0.3339 -2.3401  0.074
O3 0.2171 -2.5040 -2.0882  -0.489
S1 -1.1963 -2.2389 -1.9308  0.919
H1 -1.3377 -1.9568 1.3770  0.098
H2 1.3340 2.0103 -0.6719  0.084

CH2N2O3S | ωB97M-V/def2-TZVPD

Computed properties:
- spin multiplicity = 1
- energy relative to the best compared isomer or geometry (same formula, charge and spin) (kcal per mole) = 48.8
- DFT total energy (eV) = -21024.30733
- gap between HOMO and LUMO (eV) = 10.23

Last column: Löwdin charge in e.
Atoms and positions in Å:
C1 -0.5278 -0.2187 -1.8089  -0.390
N1 -0.5981 1.0281 -1.8205  0.172
N2 0.2458 0.0405 0.8468  -0.404
O1 0.5704 -1.2393 1.2933  -0.050
O2 -0.3856 -1.3584 -1.8267  0.180
O3 1.2526 1.0376 2.9085  -0.488
S1 0.5441 1.2541 1.6753  0.921
H1 0.3713 -1.8611 0.6381  0.052
H2 -1.4727 1.3172 -1.9059  0.007

CH2N2O4 | ωB97M-V/def2-TZVPD

Computed properties:
- spin multiplicity = 1
- energy relative to the best compared isomer or geometry (same formula, charge and spin) (kcal per mole) = 64.2
- DFT total energy (eV) = -12233.86846
- gap between HOMO and LUMO (eV) = 10.09
- SMILES string = O=C(NO)[N+](=O)[O-]

Last column: Löwdin charge in e.
Atoms and positions in Å:
O1 -0.1882 1.4848 -0.7510  0.167
C1 -0.3026 0.3807 -0.3152  -0.248
N1 0.9191 -0.3189 0.4842  -0.001
O2 2.0753 0.3600 0.1462  -0.077
N2 -1.6178 -0.3612 -0.2001  -0.370
O3 -1.7568 -1.3554 -0.8370  0.116
O4 -2.3682 -0.0392 0.6707  0.131
H1 1.0500 -1.3375 0.1444  0.161
H2 2.1893 1.1867 0.6577  0.122

CH2N2O4P | ωB97M-V/def2-TZVPD

Computed properties:
- spin multiplicity = 1
- energy relative to the best compared isomer or geometry (same formula, charge and spin) (kcal per mole) = 45.2
- DFT total energy (eV) = -21515.52988
- total charge = +1
- gap between HOMO and LUMO (spin up / spin down) (eV) = 8.28 / 8.27

Last column: Löwdin charge in e.
Atoms and positions in Å:
C1 -1.0525 -0.4909 -0.4695  -0.273
N1 -0.1973 0.1251 -1.4143  0.147
N2 -0.8649 -0.2017 0.8205  0.131
O1 -3.1719 2.3820 -0.4944  -0.068
O2 -2.3094 -0.2454 -0.8486  0.047
O3 -0.6831 1.4539 -1.0397  -0.091
O4 -1.7776 0.7268 1.1966  -0.016
P1 -2.2147 1.3461 -0.3780  0.725
H1 0.8179 0.1139 -1.2798  0.175
H2 -0.0807 -0.3830 1.4489  0.223

CH2N2OS | ωB97M-V/def2-TZVPD

Computed properties:
- spin multiplicity = 1
- energy relative to the best compared isomer or geometry (same formula, charge and spin) (kcal per mole) = 111.7
- DFT total energy (eV) = -16925.47164
- gap between HOMO and LUMO (spin up / spin down) (eV) = 6.41 / 6.41

Last column: Löwdin charge in e.
Atoms and positions in Å:
C1 2.1882 0.1250 0.0212  -0.261
N1 3.2662 0.5148 -0.0643  -0.077
N2 -1.5016 0.6912 0.3941  -0.216
O1 -0.7919 -1.8029 0.1487  -0.400
S1 -0.6483 -0.3857 -0.2785  0.848
H1 -1.2372 1.2002 1.2307  0.044
H2 -1.2754 -0.3426 -1.4519  0.062